Version one
{"formula": "C3H7NO3", "method": "ωB97M-V/def2-TZVPD", "gap_ev": [5.209, 8.322], "total_charge": 0, "lumo_energy_ha": [0.030, -0.059], "multiplicity": 3, "elements": ["C", "C", "C", "N", "O", "O", "O", "H", "H", "H", "H", "H", "H", "H"], "xyz": [[-1.4244, 0.3316, -2.0599], [-0.4747, 0.2624, -1.1151], [1.3310, -0.5466, 1.4951], [-0.2449, -0.8628, -0.2636], [0.3727, 1.2305, -0.7183], [1.3021, 0.2990, 2.5672], [-0.0171, -0.4943, 1.0721], [-1.5921, 1.1666, -2.7059], [-2.1753, -0.4788, -2.2937], [1.8726, -0.0112, 0.6572], [1.4631, -1.6100, 1.6346], [-0.5817, -1.8072, -0.2502], [-0.2035, 2.0022, -0.7534], [0.3722, 0.5186, 2.7339]]}

Version two
{"formula": "C3H7NO3", "method": "ωB97M-V/def2-TZVPD", "gap_ev": [9.066, 7.716], "total_charge": 0, "lumo_energy_ha": [0.024, -0.105], "multiplicity": 3, "elements": ["C", "C", "C", "N", "O", "O", "O", "H", "H", "H", "H", "H", "H", "H"], "xyz": [[-0.7835, 0.8471, -1.1197], [-0.6014, -1.2581, 0.5455], [-0.1046, -0.1410, -0.1938], [1.3099, -0.0997, -0.3404], [1.7891, 0.6142, -1.2306], [1.9087, -0.7449, 0.5313], [0.3051, 1.4982, 1.4593], [-0.2530, 1.6844, -0.4825], [-1.8867, 0.7488, -1.1389], [-0.3561, 0.7027, -2.0768], [0.2624, -1.8798, 0.8403], [-1.2477, -1.7788, -0.2141], [-1.1578, -1.0942, 1.3823], [0.8155, 0.9012, 2.0381]]}

Pick the most stable structure from those above. Pick: version two